Here is 6 unconnected molecules or ions with the total composition C56H72N10O17PS2 from OMol25. Energies are from the ωB97M-V functional and the def2-TZVPD basis.

Properties
Frontier orbital gap: 0.2608 hartree
E: -139879.2771 eV
Lowest unoccupied orbital energy: -3.001 eV
Charge: +1
Energy relative to the best compared isomer or geometry (same formula, charge and spin): 3.299 eV
Largest force on an atom: 3.57 eV/A

Each line ends with the Löwdin charge.
Element x y z (Å)
C 3.07467 -2.77254 -3.87191  -0.1255
N 2.57057 -1.50253 -4.39876  -0.1080
C 1.16253 -1.28295 -4.04256  -0.1497
C 1.05948 -0.99349 -2.48068  -0.2079
N 0.37902 -2.17142 -1.87901  0.0756
C 0.39479 -2.18153 -0.37746  -0.2799
P -0.73647 -3.56933 0.32396  0.9352
N 0.23944 -4.39881 1.51881  -0.1498
O -1.04824 -4.72574 -0.88777  -0.3191
C 0.06779 -0.76629 0.24113  -0.3153
C -0.81242 -0.88202 1.53272  -0.1386
C -0.89742 0.43620 2.35231  -0.1533
O -1.97381 0.32706 3.31063  -0.0246
C -1.38928 0.31840 4.58185  -0.5175
C -1.10225 1.64984 5.28184  0.0129
O -1.08641 -0.68346 5.10217  0.1734
C 1.40804 -0.06653 0.65018  -0.0712
C 2.12322 -0.89108 1.82487  -0.2525
C 2.72966 0.01708 3.04864  0.0085
O 3.51428 -0.72131 1.87324  -0.0989
C -0.60885 0.22822 -0.84243  -0.1432
N -2.06134 0.02759 -0.85357  0.0356
C -2.86632 1.08111 -0.24838  -0.4362
C -2.80822 2.57145 -0.62606  0.0230
O -3.65068 0.74406 0.56605  0.1598
C -2.66792 -0.53803 -2.02056  -0.4354
C -3.11938 -2.00968 -2.15560  0.0223
O -2.92804 0.16999 -2.94248  0.1385
C 0.15752 0.27156 -2.21791  -0.1659
C 1.17154 1.47301 -2.29669  -0.1442
C 0.47322 2.86286 -2.41403  -0.2157
C 1.41306 3.94824 -1.80783  -0.4713
S 0.55003 5.11979 -0.69678  0.8305
C 1.90888 5.60650 0.43056  -1.0663
S 3.02624 6.65549 -0.15698  0.7108
N 1.92636 5.03293 1.69295  -0.1899
C 0.74054 5.38972 2.48317  -0.1446
C 0.60668 4.39586 3.68795  -0.1752
O 1.85623 3.75049 3.87613  -0.1587
C 2.90193 4.72761 3.90940  -0.1607
C 3.15562 5.29165 2.44371  -0.1668
H 2.99399 -2.88306 -2.75978  0.0748
H 4.15682 -2.81325 -4.10185  0.1021
H 2.62544 -3.66052 -4.35583  0.0789
H 3.16676 -0.76925 -4.02215  0.1074
H 0.83452 -0.41022 -4.63728  0.1285
H 0.58191 -2.17840 -4.33739  0.1246
H 2.09581 -0.85410 -2.13827  0.1466
H -0.55610 -2.30806 -2.28206  0.1451
H 0.92874 -2.99704 -2.15809  0.1527
H 1.42471 -2.51734 -0.11276  0.1303
H 1.19048 -4.41563 1.12242  0.0347
H -0.08077 -5.37221 1.45058  0.0471
H -0.55409 -4.55747 -1.70713  0.0340
H -0.40522 -1.63510 2.24208  0.1113
H -1.83159 -1.24379 1.30687  0.0991
H 0.03754 0.50307 2.94133  0.1081
H -0.97044 1.35852 1.74591  0.1271
H -1.75950 2.41782 4.83242  0.0822
H -1.24674 1.60258 6.37198  0.0876
H -0.06252 2.00040 5.12213  0.0885
H 1.33115 0.98278 0.96290  0.1261
H 2.19974 -0.16630 -0.11814  0.1167
H 1.68430 -1.87870 2.10196  0.1297
H 2.04901 0.86550 2.72430  0.0365
H 3.62034 0.67635 3.10191  0.1385
H -0.43203 1.22479 -0.38389  0.1343
H -1.82936 3.01336 -0.36452  0.0507
H -3.10612 2.71991 -1.67778  0.0972
H -3.55781 3.09220 -0.00474  0.0989
H -2.49645 -2.72825 -1.58994  0.0225
H -3.00927 -2.27196 -3.22522  0.1013
H -4.16742 -2.09220 -1.82083  0.1020
H -0.45657 0.38048 -3.12697  0.1360
H 1.70411 1.31827 -3.26329  0.1234
H 1.94869 1.42391 -1.51791  0.1034
H -0.55877 2.89443 -2.03208  0.0710
H 0.40172 3.08848 -3.49699  0.1206
H 2.25989 3.51568 -1.23938  0.0765
H 1.89093 4.50648 -2.63706  0.0823
H 0.84986 6.44806 2.80241  0.1397
H -0.18488 5.31782 1.88627  0.0960
H -0.12860 3.63115 3.38107  0.1039
H 0.28681 4.93212 4.60289  0.1334
H 3.80425 4.30490 4.35512  0.1080
H 2.54946 5.56807 4.53815  0.1139
H 4.02368 4.72914 2.05995  0.1269
H 3.38082 6.36799 2.57940  0.1082
C 1.50755 -8.95530 -5.34267  -0.0621
C 1.88469 -7.66663 -5.70012  -0.0610
C 2.85186 -6.99818 -4.96562  -0.0108
C 3.43614 -7.63254 -3.87867  -0.1508
C 3.06287 -8.91502 -3.50886  -0.0023
C 2.09272 -9.57674 -4.24651  -0.0588
N 4.47842 -6.93563 -3.11285  -0.3509
O 4.76614 -5.79947 -3.45472  0.0538
O 4.99449 -7.52786 -2.18654  0.0885
H 0.75566 -9.47777 -5.92151  0.1121
H 1.42662 -7.18426 -6.55421  0.1105
H 3.14079 -5.99546 -5.25087  0.1044
H 3.51643 -9.40611 -2.65875  0.1212
H 1.79467 -10.57958 -3.96953  0.1124
C 1.29076 0.50009 -9.99197  -0.0624
C 0.17595 0.12190 -9.25415  -0.0637
C 0.21032 -1.03251 -8.48767  -0.0094
C 1.36779 -1.79579 -8.46580  -0.1521
C 2.48339 -1.43239 -9.20339  0.0025
C 2.44106 -0.27809 -9.96983  -0.0566
N 1.41730 -3.00475 -7.63728  -0.3463
O 0.41304 -3.31057 -7.01140  0.0423
O 2.45600 -3.63536 -7.61340  0.0753
H 1.26302 1.40538 -10.58604  0.1119
H -0.71952 0.72959 -9.27517  0.1104
H -0.66121 -1.32140 -7.91628  0.1162
H 3.38321 -2.03196 -9.18852  0.1221
H 3.30653 0.01780 -10.54819  0.1131
C 2.84192 7.45042 10.16846  -0.0646
C 3.47051 8.47170 9.46744  -0.0612
C 4.04814 8.21371 8.23428  -0.0013
C 3.98533 6.93066 7.71358  -0.1453
C 3.36718 5.90178 8.40710  -0.0009
C 2.79396 6.16648 9.64101  -0.0606
N 4.57379 6.65952 6.39750  -0.3292
O 5.12388 7.57739 5.82029  0.0895
O 4.47241 5.52713 5.95156  0.0321
H 2.38661 7.65633 11.12949  0.1102
H 3.50732 9.47072 9.88206  0.1108
H 4.53585 9.01326 7.69382  0.1207
H 3.32355 4.90050 8.00085  0.1201
H 2.30590 5.37250 10.19107  0.1105
C -5.57123 -5.03249 -2.25783  -0.0749
C -4.31376 -5.58688 -2.45781  -0.0725
C -4.17656 -6.74101 -3.21290  -0.0025
C -5.30451 -7.32593 -3.76437  -0.1416
C -6.56527 -6.78623 -3.56537  0.0055
C -6.69654 -5.63236 -2.80614  -0.0576
N -5.15776 -8.53580 -4.58606  -0.3501
O -4.03640 -8.99177 -4.72331  0.0738
O -6.16224 -9.00618 -5.08229  0.0893
H -5.67519 -4.12724 -1.67107  0.0987
H -3.43846 -5.11649 -2.02562  0.0768
H -3.19498 -7.16850 -3.36522  0.1174
H -7.44436 -7.24822 -3.99328  0.1234
H -7.67525 -5.19926 -2.64547  0.1121
C -6.71478 3.56403 6.49408  -0.0662
C -6.47702 4.88763 6.84136  -0.0610
C -5.19130 5.30423 7.15016  -0.0007
C -4.15348 4.38700 7.10304  -0.1441
C -4.37994 3.06189 6.76499  -0.0041
C -5.66840 2.65136 6.46000  -0.0604
N -2.78688 4.83156 7.40589  -0.3444
O -2.62638 5.99544 7.71729  0.0843
O -1.88880 4.00911 7.32373  0.0551
H -7.71958 3.24261 6.24821  0.1099
H -7.29482 5.59600 6.86858  0.1111
H -5.01333 6.33615 7.41982  0.1211
H -3.56997 2.34665 6.73392  0.1023
H -5.85735 1.61982 6.19206  0.1106